Entry 1:
15
Properties=species:S:1:pos:R:3:forces:R:3:nbo_charge:R:1 method="wB97M-V/def2-TZVPD" e_lumo_ev=-4.65 total_charge=+1 energy_ev=-13873.9080 e_above_lowest_kcal_mol=92.1
C -0.51313 -0.71674 1.11148 -0.516 -1.630 0.684 -0.477
C -0.29165 -1.58989 -0.11188 1.038 1.147 -0.573 -0.216
C -1.49251 -0.78072 0.20037 0.357 0.229 1.038 -0.031
C 0.89940 -1.17160 -0.95838 -1.667 -3.195 -1.038 -0.605
N -0.21236 1.87660 0.37135 1.320 -3.092 -4.556 -0.921
I -3.39409 -0.10536 -0.01510 0.106 -0.177 -0.282 0.376
H -0.29866 -0.87957 2.17897 -0.401 0.561 -0.516 0.299
H -0.81073 2.49551 0.74225 -3.312 2.375 2.569 0.412
H -0.35486 -2.64761 -0.09941 -0.607 -0.989 0.494 0.232
H 0.92602 -1.84102 -1.87914 0.006 1.664 0.596 0.242
H 1.72027 -1.50081 -0.38862 1.349 -0.195 0.716 0.231
H 0.91004 -0.13491 -1.02202 0.338 1.770 -1.002 0.182
H -0.16384 0.68724 0.74994 -0.241 1.383 -0.010 0.423
H 0.59682 2.45562 0.22249 1.084 -0.303 -0.116 0.430
H -0.64715 1.70252 -0.61905 1.146 0.451 1.997 0.423

Entry 2:
70
Properties=species:S:1:pos:R:3:forces:R:3:nbo_charge:R:1 method="wB97M-V/def2-TZVPD" e_lumo_ev=0.37 total_charge=0 energy_ev=-52401.3851
C 4.02841 0.47711 -1.58483 -0.411 0.030 0.155 -0.636
C 2.79241 0.07840 -0.78348 0.463 -0.316 -0.035 -0.069
O 1.76372 1.04628 -0.84766 -0.323 0.327 -0.163 -0.493
C 0.92587 1.07459 -1.90904 -0.126 0.182 0.188 0.349
C 0.99283 0.25653 -3.02237 0.090 0.095 0.145 -0.325
C 0.02870 0.32619 -4.03036 -0.072 0.103 -0.124 -0.067
C 0.05401 -0.68650 -5.14461 0.043 0.178 0.376 -0.242
N -0.59598 -1.95053 -4.75575 -0.359 -0.167 -0.763 -0.421
N -0.03979 -2.49492 -3.61394 0.218 -0.295 0.817 -0.208
C 1.20593 -3.00984 -3.46522 -0.216 0.031 -0.312 0.129
N 1.39546 -3.38060 -2.22996 1.044 -0.243 -0.276 -0.278
N 0.27361 -3.14286 -1.54578 -0.660 -0.062 0.409 -0.312
C -0.58431 -2.59107 -2.36289 -0.416 0.403 -0.309 0.132
S -2.24617 -2.14386 -2.03514 -0.093 -0.146 0.199 0.230
C -2.04468 -0.80433 -0.81855 0.153 0.067 -0.375 -0.607
C -1.21598 -1.09448 0.43469 -0.571 -0.301 -0.497 0.684
O -0.74351 -0.14843 1.03655 0.269 0.428 0.254 -0.665
N -1.14489 -2.37426 0.79564 -0.224 -0.323 0.192 -0.612
C -0.33014 -2.90553 1.89151 0.141 0.094 0.304 0.124
C -0.43459 -4.42635 1.81508 0.013 0.231 -0.032 -0.618
C 1.12488 -2.47334 1.70178 -0.123 -0.012 -0.026 -0.628
C -0.88817 -2.38886 3.21927 0.085 -0.043 -0.170 -0.611
C -0.99290 1.25096 -3.92836 0.181 -0.182 -0.095 -0.223
C -1.05827 2.10774 -2.83652 0.057 0.171 0.296 -0.286
C -0.12490 2.02195 -1.81729 0.186 -0.129 -0.047 0.263
O -0.11771 2.77366 -0.69023 0.137 -0.176 -0.197 -0.491
C -1.27593 3.48069 -0.31555 -0.396 0.325 0.179 -0.151
C -1.29641 3.68286 1.21310 0.279 -0.181 -0.694 0.664
O -1.98897 4.55527 1.70055 -0.317 0.237 0.060 -0.647
N -0.52189 2.81569 1.86467 0.368 -0.341 0.062 -0.621
C -0.41253 2.68224 3.31496 -0.129 0.115 0.343 0.125
C -1.76069 2.21815 3.87474 0.150 0.077 -0.097 -0.621
C 0.66394 1.63109 3.57694 -0.176 0.144 -0.085 -0.614
C -0.01184 4.02492 3.92827 -0.111 -0.111 -0.099 -0.620
H 4.80081 -0.27627 -1.45815 0.108 -0.080 -0.006 0.218
H 4.40300 1.43357 -1.22933 0.072 0.074 0.017 0.217
H 3.79992 0.57344 -2.64349 0.029 -0.006 -0.108 0.205
H 3.04615 0.02636 0.27865 -0.063 -0.072 -0.126 0.198
H 2.42243 -0.90692 -1.09265 -0.050 0.070 0.067 0.184
H 1.79545 -0.45837 -3.11833 0.098 -0.042 0.060 0.222
H 1.07988 -0.92580 -5.43530 -0.091 0.073 -0.081 0.202
H -0.48546 -0.32843 -6.02150 0.071 -0.035 -0.001 0.222
H -1.58647 -1.79224 -4.56328 0.288 -0.071 0.065 0.382
H 1.92223 -3.09356 -4.25469 0.131 -0.021 -0.269 0.215
H -1.62111 0.06309 -1.32592 -0.044 -0.074 0.176 0.255
H -3.06639 -0.56582 -0.51454 0.035 0.029 0.006 0.252
H -1.49241 -3.06401 0.14517 0.043 0.207 0.001 0.419
H -0.04703 -4.77501 0.86053 0.043 -0.074 -0.114 0.226
H -1.46916 -4.74721 1.91995 -0.132 -0.057 0.024 0.207
H 0.14782 -4.88015 2.61185 0.057 -0.038 0.092 0.219
H 1.19849 -1.39003 1.72583 0.055 0.103 0.023 0.227
H 1.74440 -2.88583 2.49299 0.082 -0.074 0.131 0.207
H 1.48668 -2.83058 0.74086 0.078 -0.041 -0.074 0.229
H -0.28718 -2.75680 4.04594 0.082 -0.065 0.133 0.208
H -0.87262 -1.30307 3.23211 0.003 0.100 0.044 0.228
H -1.91433 -2.72343 3.35548 -0.107 -0.052 0.025 0.207
H -1.74345 1.31798 -4.70181 -0.087 0.024 -0.105 0.212
H -1.85019 2.83817 -2.78630 -0.063 0.094 0.062 0.227
H -2.18720 2.92475 -0.57425 0.107 0.017 -0.004 0.193
H -1.31893 4.46449 -0.79906 0.003 -0.135 0.117 0.202
H -0.09521 2.07936 1.31700 -0.074 0.083 -0.074 0.441
H -2.52204 2.96170 3.65496 -0.099 0.056 0.010 0.230
H -1.70090 2.08181 4.95125 0.005 -0.022 0.156 0.204
H -2.04629 1.27550 3.41292 -0.029 -0.136 -0.029 0.211
H 0.75015 1.43396 4.64223 0.001 0.006 0.115 0.212
H 0.40584 0.70733 3.06603 -0.004 -0.171 -0.039 0.226
H 1.62679 1.97580 3.20663 0.147 0.041 -0.037 0.209
H 0.94005 4.35552 3.51896 0.127 0.033 -0.025 0.207
H 0.08253 3.92925 5.00677 0.036 -0.034 0.146 0.204
H -0.76578 4.77288 3.70227 -0.015 0.080 0.043 0.241

Entry 3:
139
Properties=species:S:1:pos:R:3:forces:R:3:mulliken_charge:R:1 method="wB97M-V/def2-TZVPD" e_lumo_ev=1.29 total_charge=-1 energy_ev=-142345.2713
C 1.38248 2.62271 0.91756 -0.598 -0.078 -0.304 -1.234
C 0.66937 3.45236 -0.14468 -0.266 0.557 0.789 -0.278
C -0.28095 4.48775 0.48925 0.675 0.170 -0.669 -0.788
C -1.33922 5.02099 -0.49186 -0.190 -0.291 0.515 -1.174
C -2.76111 4.41534 -0.27371 0.899 0.941 -0.112 0.420
C -3.72261 5.54698 0.10215 -0.377 -0.156 -0.597 -0.789
C -5.19233 5.28778 -0.23192 -0.328 -0.393 0.630 -1.623
C -5.83800 4.23283 0.70218 0.197 0.751 -0.497 1.473
N -6.54260 4.92664 1.80186 0.522 -1.109 0.096 0.152
C -7.74283 4.22628 2.28207 -0.671 0.101 -0.159 -0.179
C -8.94381 4.37958 1.30618 1.017 -0.476 0.891 -1.063
C -9.52064 3.01637 0.92982 -1.325 0.999 -0.890 -0.173
C -11.04324 3.05283 0.67212 0.762 -0.122 0.451 -0.887
C -11.41945 1.83150 -0.16404 -0.451 0.728 -0.270 -0.414
C -12.92610 1.50015 -0.25250 0.347 -0.481 0.508 -0.848
C -13.79498 2.03521 0.88106 -0.596 -0.551 -0.210 -0.518
C -13.71758 1.18578 2.15497 -0.562 0.677 -0.358 -1.268
C -5.67242 5.28914 2.84697 -0.183 0.386 0.415 -0.034
S -5.69873 6.80605 3.43804 0.091 0.180 0.062 -0.218
S -4.52671 4.15965 3.56581 0.016 -0.096 0.092 -0.209
C -5.37813 2.55245 3.49056 0.273 -0.631 -0.283 0.394
C -4.38377 1.39789 3.63629 0.837 0.861 -0.084 -0.482
C -3.71700 1.06594 2.28100 -0.673 -0.211 0.083 -1.044
Nb -4.60540 -0.71809 1.17893 1.717 1.480 0.490 -0.969
C -2.55976 -1.53339 0.68076 -1.422 -1.541 -0.978 -0.951
C -2.30827 -2.20116 -0.70837 1.003 1.304 0.274 1.092
C -0.83346 -1.93655 -1.06312 -0.205 -0.975 -0.508 -1.803
C -3.12214 -1.62373 -1.86275 0.252 -0.807 -0.355 -1.563
P -4.58644 -2.23709 3.31482 -0.375 -0.436 0.254 0.041
S -6.21071 -2.10400 4.45344 -0.132 0.223 0.339 -0.468
P -7.07407 -0.00792 1.55004 -0.212 -0.487 -0.426 0.620
O -8.10671 -1.28341 1.62137 -0.062 0.279 -0.239 -0.458
Cl -7.66740 0.94025 -0.25755 0.585 -0.815 -0.150 -0.368
H 0.62254 2.08656 1.48458 0.073 -0.243 0.110 0.285
H 2.05384 1.90731 0.45213 0.209 -0.126 0.150 0.281
H 1.91647 3.25130 1.62696 0.194 0.085 -0.046 0.362
H 0.07312 2.83679 -0.81771 0.288 -0.224 -0.167 0.346
H 1.41455 4.03750 -0.68396 -0.049 -0.251 -0.525 0.268
H -0.72243 4.09163 1.40378 -0.218 -0.009 -0.003 0.435
H 0.35792 5.32684 0.77362 -0.052 0.040 0.335 0.364
H -1.36901 6.10122 -0.35742 -0.243 0.096 -0.077 0.507
H -1.03638 4.85942 -1.52688 0.232 -0.066 -0.023 0.393
H -2.65671 3.70885 0.54214 -0.359 -0.370 0.038 -0.388
H -3.06756 3.89474 -1.17794 -0.253 -0.116 0.013 0.404
H -3.43887 6.44481 -0.44934 0.133 0.067 0.003 0.641
H -3.57973 5.76353 1.16006 -0.141 0.171 0.102 0.141
H -5.31078 4.97973 -1.27075 0.214 -0.088 -0.124 0.485
H -5.76944 6.20456 -0.11170 -0.009 0.101 -0.017 0.407
H -6.54694 3.60129 0.17493 -0.100 -0.035 -0.017 0.050
H -5.02281 3.61001 1.06865 -0.150 -0.289 0.047 -0.944
H -7.98098 4.64317 3.25869 -0.081 0.103 0.062 0.575
H -7.59327 3.15514 2.43835 0.246 0.069 -0.061 -0.078
H -9.66452 5.02816 1.79945 -0.253 0.133 -0.270 0.485
H -8.52569 4.85684 0.42445 -0.373 0.311 -0.162 0.272
H -9.07837 2.71248 -0.01694 0.067 0.029 0.445 0.160
H -9.34624 2.24286 1.67521 0.308 -0.019 0.041 0.256
H -11.31059 3.99033 0.18305 -0.131 0.023 -0.156 0.293
H -11.51106 3.07032 1.65816 -0.316 -0.072 -0.030 0.397
H -11.08823 2.05433 -1.17923 0.241 -0.168 -0.072 0.352
H -10.80748 0.99341 0.16519 -0.180 -0.206 0.115 0.267
H -13.00872 0.41097 -0.20452 -0.127 -0.094 -0.133 0.330
H -13.35001 1.76408 -1.21891 0.096 0.336 -0.085 0.356
H -13.65386 3.09320 1.08634 0.281 0.079 -0.014 0.404
H -14.83170 1.94639 0.54497 -0.103 0.154 -0.048 0.391
H -12.69926 1.02659 2.49544 0.049 -0.092 0.158 0.316
H -14.23735 0.24891 1.96735 0.340 -0.331 0.012 0.385
H -14.32150 1.68965 2.90897 0.275 -0.019 0.390 0.309
H -5.81278 2.45753 2.50207 -0.347 -0.027 0.139 -0.970
H -6.12974 2.49040 4.27076 -0.215 0.247 -0.051 0.730
H -4.85455 0.54934 4.13140 -0.222 -0.037 -0.045 0.017
H -3.59626 1.75201 4.31286 -0.010 -0.220 0.255 0.356
H -2.66416 0.82523 2.44996 0.107 -0.118 -0.161 0.569
H -3.74614 1.94587 1.63966 0.189 0.183 -0.024 0.615
H -5.33021 -2.06617 0.16585 -0.060 0.009 -0.160 -0.008
H -4.64251 0.33848 -0.31085 -0.042 -0.113 0.185 0.087
H -2.37682 -2.33109 1.41475 0.011 0.118 0.240 0.298
H -1.80196 -0.77818 0.88213 -0.145 0.429 -0.009 0.381
H -2.43457 -3.27970 -0.63156 -0.291 -0.067 -0.017 0.318
H -0.15637 -2.40722 -0.35222 0.137 0.286 0.213 0.378
H -0.64622 -0.87273 -1.17895 0.114 0.194 0.239 0.360
H -0.62610 -2.39744 -2.03360 0.143 0.009 -0.054 0.458
H -3.06140 -0.53971 -1.87891 -0.221 0.127 0.107 0.245
H -4.14762 -1.97669 -1.86263 -0.232 0.342 0.204 0.299
H -2.67982 -1.98520 -2.79718 0.006 0.026 -0.098 0.473
H -3.37749 -2.01647 4.03003 -0.011 -0.335 -0.026 0.032
H -4.46839 -3.58155 2.88395 0.475 0.091 0.126 0.066
H -8.93275 -0.99861 2.02500 -0.060 -0.119 0.140 0.329
O 5.31879 -1.22202 -3.90331 2.704 1.022 0.330 -0.776
P 5.30071 -1.37878 -2.43312 -5.235 -2.131 1.248 0.992
O 5.20548 -2.98287 -2.14486 0.668 0.630 0.090 -0.309
C 6.14566 -3.87575 -2.73420 0.110 -0.371 -0.255 -0.485
C 7.45697 -3.94645 -1.97675 0.074 0.154 0.064 -0.764
O 3.82041 -0.88327 -2.01607 0.343 0.075 0.175 -0.333
C 2.95422 -0.28662 -2.98244 -0.168 0.059 -0.482 -0.267
C 2.13378 -1.32199 -3.72649 -0.261 -0.245 0.295 -0.669
O 5.83381 -0.91632 -0.97715 1.561 0.936 -1.600 -0.364
C 7.20525 -0.79466 -0.59876 0.466 -0.114 0.424 -0.229
C 8.12952 -0.27868 -1.69216 -0.053 0.153 0.018 -1.038
H 6.32303 -3.60295 -3.77792 -0.083 0.058 0.010 0.310
H 5.67778 -4.86072 -2.72328 -0.131 0.071 -0.011 0.353
H 7.99502 -2.99774 -2.02433 0.016 -0.026 0.008 0.128
H 8.11645 -4.70253 -2.40562 -0.075 -0.036 -0.052 0.404
H 7.28805 -4.19701 -0.92902 -0.013 0.016 0.006 0.267
H 3.52301 0.33075 -3.67689 0.163 -0.137 -0.023 0.348
H 2.29046 0.39795 -2.45197 0.071 -0.146 0.259 0.284
H 2.72417 -2.18375 -4.03527 0.230 0.181 -0.121 0.284
H 1.65961 -0.88301 -4.60521 -0.003 0.018 0.020 0.374
H 1.35390 -1.71031 -3.06926 -0.052 0.042 -0.056 -0.012
H 7.55063 -1.74911 -0.19446 -0.081 -0.102 -0.237 0.239
H 7.23029 -0.10244 0.24384 -0.198 0.024 -0.043 0.335
H 7.84221 -0.63485 -2.68606 0.079 -0.089 0.055 0.381
H 9.15381 -0.59668 -1.49627 -0.003 -0.038 -0.017 0.297
H 8.12266 0.81101 -1.72085 -0.082 -0.006 -0.098 0.331
O 11.63837 -4.09981 -1.16798 -1.136 -1.987 1.793 -0.547
P 12.88606 -4.89078 -1.14389 3.758 2.910 -3.492 0.833
O 14.01644 -3.94791 -0.43904 -0.477 -0.772 0.355 -0.335
C 13.77551 -3.36447 0.83930 -0.039 0.364 0.277 -0.253
C 14.03764 -4.31218 1.99351 -0.045 -0.194 -0.037 -0.929
O 13.38681 -4.84833 -2.68421 -0.046 -0.355 0.225 -0.386
C 12.55123 -4.28688 -3.69603 -0.321 0.293 -0.145 -0.187
C 12.75670 -2.79042 -3.83498 0.399 0.055 -0.099 -1.017
O 13.62358 -6.31661 -0.96503 -2.208 -0.261 0.879 -0.363
C 13.45265 -7.20130 0.14376 0.231 -0.410 0.471 -0.236
C 12.04049 -7.25452 0.70802 -0.044 -0.070 -0.139 -1.077
H 12.75462 -2.97730 0.89027 0.000 -0.008 -0.096 0.241
H 14.45725 -2.51742 0.91793 -0.014 0.015 -0.139 0.352
H 13.32696 -5.14171 1.99737 0.008 0.011 0.000 0.187
H 13.92630 -3.79612 2.94808 0.005 0.089 -0.047 0.411
H 15.04750 -4.72035 1.94051 0.000 -0.002 -0.019 0.231
H 11.50469 -4.51758 -3.50141 0.001 0.045 0.194 0.209
H 12.79613 -4.78341 -4.63592 0.236 -0.093 0.113 0.340
H 12.80308 -2.29132 -2.86835 -0.244 -0.101 0.083 0.269
H 11.96180 -2.34313 -4.43294 0.004 -0.012 0.003 0.337
H 13.71246 -2.59419 -4.32557 -0.040 0.034 -0.049 0.304
H 14.18814 -6.95575 0.91356 -0.101 0.260 -0.022 0.249
H 13.73189 -8.19420 -0.21040 0.015 0.094 -0.182 0.317
H 11.53702 -6.28354 0.66980 0.068 -0.009 0.117 0.352
H 12.06474 -7.58794 1.74528 0.000 0.027 0.014 0.353
H 11.42788 -7.96220 0.14988 -0.053 0.096 -0.058 0.336